Entry 1:
69
Properties=species:S:1:pos:R:3:mulliken_charge:R:1 method="wB97M-V/def2-TZVPD" charge=+1 fmax_ev_per_a=1.1 multiplicity=1 de_lowest_kcal_mol=37.6 total_energy_ha=-4224.85621 gap_ha="0.26583 / 0.26580" e_homo_ev="-10.34 / -10.34"
Pd 0.6391 0.0240 -0.7514 0.7045
Br 1.4735 -1.3451 -2.9884 -0.1265
O -0.9928 1.3970 -6.6416 -0.5135
N -0.7998 -1.8124 -0.4822 -0.0866
N 3.2208 -1.0767 2.5757 0.0985
N 0.2951 1.0809 -2.7510 -0.2640
N -2.5676 -1.1153 -1.8047 0.2889
N 3.7707 0.1400 0.8126 0.1802
N -2.0160 -3.2637 -1.9974 0.0418
N 1.7744 -1.1218 0.6501 0.0096
N -2.9160 5.8025 6.4715 -0.4596
C -1.7220 -2.0866 -1.3446 0.2613
C 2.8251 -0.7058 1.3207 0.2073
C -3.2834 -3.1396 -2.7141 -0.6778
C 3.8953 0.5616 -0.5613 -0.6098
C 0.0634 -2.8114 0.1093 -1.1704
C 4.9612 0.1660 1.6425 -0.6532
C 2.4028 -1.5904 3.6648 -1.0425
C 0.1278 1.2647 0.6008 -1.0444
C -0.8577 2.7327 2.5699 0.4155
C -1.9204 4.3222 4.5920 0.5314
C -0.8263 2.3482 -4.4323 -0.5603
C -2.7993 0.1173 -1.0813 -1.0499
C 0.1102 0.1964 -4.9778 -0.6471
C 0.5124 0.1506 -3.6662 0.4233
C -0.3186 1.9060 1.5237 0.4110
C -0.3736 2.1729 -3.1442 -0.8900
C 4.4758 -0.4367 2.9511 -0.7164
C -2.4748 5.1466 5.6386 -0.0721
C -0.5861 1.3393 -5.3658 0.9046
C -3.5047 -1.6288 -2.7878 -0.5475
C 0.8867 -2.1481 1.2022 -0.6264
C -1.3910 4.9146 3.4495 -0.6867
C -1.3892 2.1502 3.7220 -0.3208
C -1.6749 -4.5980 -1.5360 -1.0767
C -1.9181 2.9371 4.7280 -0.7210
C -0.8634 4.1232 2.4463 -0.4943
H 0.3189 -0.5967 -5.6789 0.5164
H 1.4018 -1.1688 3.6542 0.3405
H -0.4910 -3.6290 0.5762 0.4482
H -2.1540 0.9321 -1.4127 0.0464
H 0.1893 -1.7154 1.9248 0.1955
H 5.1726 -1.1675 3.3602 0.3577
H 0.7477 -3.2519 -0.6293 0.2827
H -2.3308 2.4859 5.6197 0.4392
H 2.9049 0.7315 -0.9745 0.0929
H 5.3195 1.1883 1.7622 0.3767
H 2.3437 -2.6774 3.6709 0.2752
H 4.4243 -0.1716 -1.1792 0.3101
H 2.8759 -1.2805 4.5953 0.4588
H -3.2063 -3.5955 -3.7006 0.3600
H 4.4373 1.5065 -0.5881 0.3429
H -2.6199 -0.0282 -0.0170 0.4052
H 1.4576 -2.9359 1.6929 0.5374
H -1.3865 1.0729 3.8202 0.4550
H -2.1326 -4.8353 -0.5714 0.3506
H -4.0853 -3.6448 -2.1654 0.3765
H -0.4467 4.5778 1.5581 0.4558
H 5.7617 -0.4272 1.1894 0.3150
H -3.8357 0.4178 -1.2379 0.4250
H -1.4351 2.2351 -6.8274 0.3162
H -4.5258 -1.3489 -2.5259 0.3818
H -2.0574 -5.3030 -2.2718 0.3853
H -1.3541 3.2522 -4.7045 0.3697
H -0.6010 -4.7456 -1.4745 0.3355
H -1.3941 5.9916 3.3542 0.4525
H -0.5403 2.9260 -2.3849 0.5447
H -3.2912 -1.2375 -3.7866 0.2190
H 4.2940 0.3294 3.7094 0.4113

=====

Entry 2:
69
Properties=species:S:1:pos:R:3:mulliken_charge:R:1 method="wB97M-V/def2-TZVPD" charge=+1 fmax_ev_per_a=0.5 multiplicity=1 de_lowest_kcal_mol=0.0 total_energy_ha=-4224.91606 gap_ha=0.31031 e_homo_ev=-10.52
Pd 0.1170 0.4527 0.2558 0.8104
Br 2.2266 3.0273 -0.5523 -0.0635
O 6.2934 -0.0784 -0.2146 -0.5187
N 2.2022 0.3029 0.0599 0.2467
N 0.9067 3.9624 2.5961 0.1378
N -2.6123 0.1353 -1.9370 0.3337
N -0.0651 1.8323 1.9089 -0.1247
N -3.8847 -0.5473 -0.2398 0.0715
N -1.8844 0.6438 0.2443 -0.1259
N 2.0369 2.0852 2.8749 0.2968
N -0.6223 -7.8413 -5.1670 -0.4694
C -0.3507 -4.4294 -4.4562 -0.7485
C 4.1389 -1.1041 0.1263 -0.6684
C 4.3736 1.2421 -0.3039 -0.4879
C 3.0010 1.3381 -0.2149 -0.1949
C -0.0591 -2.0890 -1.5736 0.7847
C 2.9755 3.1234 3.2555 -0.5661
C -0.5222 -6.8717 -4.5590 -0.0567
C -0.2348 -3.2639 -3.7228 -0.3773
C -1.4610 2.2951 1.8878 -0.5130
C -2.7339 0.0876 -0.5947 0.0546
C 2.0473 4.3119 3.4441 -0.7705
C 0.0289 -1.0628 -0.9356 -1.6067
C 2.7813 -0.9004 0.2016 -0.6779
C -3.9425 -1.3347 0.9888 -1.1161
C -0.2093 4.8925 2.6694 -0.9857
C 2.3302 0.6946 3.1188 -1.0715
C 4.9606 -0.0065 -0.1228 0.8752
C 0.8680 2.6002 2.4239 0.1783
C -4.4931 -1.1217 -1.4452 -0.6055
C -0.3287 -5.7117 -2.4096 -0.7529
C -0.1651 -3.3044 -2.3268 0.4010
C -3.8631 -0.2935 -2.5536 -0.6316
C -0.2129 -4.5426 -1.6811 -0.3753
C -2.3167 1.0758 1.5734 -1.1099
C -0.3988 -5.6574 -3.7996 0.5249
C -1.7820 1.1139 -2.6081 -0.8785
H -1.7630 2.7130 2.8507 0.4708
H -4.3040 -0.7509 1.8325 0.3195
H -0.7657 1.0585 -2.2281 0.1725
H -0.1898 -2.3068 -4.2250 0.4735
H -4.2039 -2.1740 -1.5299 0.3654
H -4.4766 0.5794 -2.8028 0.3131
H -3.6810 -0.8664 -3.4612 0.3874
H -1.7657 0.8787 -3.6705 0.3680
H -3.3761 1.3427 1.5801 0.5277
H 0.2077 5.8976 2.6304 0.3504
H -2.1666 2.1297 -2.4719 0.3249
H -0.1615 -4.5791 -0.6012 0.4937
H -2.1401 0.3121 2.3366 0.2206
H -5.5778 -1.0495 -1.4154 0.3646
H 1.7256 4.4142 4.4871 0.3605
H 2.5856 0.5613 4.1730 0.4494
H 3.5020 2.8499 4.1690 0.3923
H -0.7668 4.7909 3.6050 0.3531
H -2.9600 -1.7466 1.2290 0.3187
H -0.3661 -6.6694 -1.9089 0.4472
H 1.4515 0.0977 2.8895 0.2670
H 4.9798 2.1040 -0.5373 0.5522
H 2.1037 -1.7230 0.3762 0.5053
H -0.4020 -4.3978 -5.5359 0.4531
H -0.8815 4.7877 1.8279 0.3075
H 4.5422 -2.0999 0.2525 0.3742
H 6.6016 -0.9856 -0.0997 0.3183
H 3.7125 3.2943 2.4638 0.2247
H 2.4867 5.2531 3.1193 0.4104
H -4.6343 -2.1590 0.8310 0.4540
H 3.1758 0.3529 2.5207 0.2750
H -1.6377 3.0340 1.1022 0.1662

=====

Entry 3:
64
Properties=species:S:1:pos:R:3:mulliken_charge:R:1 method="wB97M-V/def2-TZVPD" charge=-1 fmax_ev_per_a=2.6 multiplicity=1 de_lowest_kcal_mol=18.4 total_energy_ha=-1963.89336 gap_ha=0.21482 e_homo_ev=-3.60
Pb -0.1409 -1.6701 0.4558 1.2353
Cl -1.3453 -9.8738 -2.6501 -0.2334
O -0.8879 -4.0523 0.6443 -0.6981
O -0.1537 -3.3266 -1.3273 -0.9317
O 0.1149 2.4072 -1.3701 -0.4522
O 1.1325 4.7124 -0.8592 -0.1322
C -0.6145 -7.2873 -2.9178 -0.6228
C -1.4823 -7.9762 -0.7445 -0.6851
C 1.4598 -0.9250 2.8852 -0.7431
C -0.6240 -4.2719 -0.5904 0.8102
C -3.0370 -0.3660 -0.0288 -0.8079
C 1.6996 2.2361 0.4400 0.3619
C 2.2077 6.5760 -1.3100 -0.8375
C -3.3468 -2.3226 1.1507 -0.3308
C 0.1485 -1.1804 3.3793 -0.4567
C -1.1297 -8.2803 -2.0684 0.4544
C -0.1327 -2.5686 3.1943 -0.2206
C -3.1055 -1.2875 2.0812 -0.5523
C -0.5127 -5.9729 -2.4486 -0.1798
C -2.9374 -0.0674 1.3590 -0.5480
C -3.2959 -1.7657 -0.1605 -0.6943
C 2.3441 5.0756 -1.5882 -0.5984
C -1.3811 -6.6557 -0.2948 -0.2390
C 0.9281 6.5167 0.8526 -1.7538
C 0.9138 6.1291 -0.6101 1.4467
C 2.0140 -2.1765 2.4480 -0.7285
C 1.0070 -3.1791 2.6001 -0.6740
C -0.3735 6.5869 -1.2679 -1.7079
C -0.8526 -5.6554 -1.1291 -0.0372
C 1.1432 1.3802 -1.7152 0.1815
C 2.3795 1.8287 -0.9008 -0.5177
C 0.2449 2.4643 0.0705 -0.1379
H -3.5928 -3.3532 1.3824 0.3818
H 2.2375 4.7690 -2.6456 0.2476
H -0.4864 -0.4622 3.8931 0.3379
H 1.8408 6.1584 1.3555 0.3659
H 1.9990 0.0247 2.9173 0.6507
H -1.2144 6.1643 -0.6987 0.3705
H -0.4596 7.6791 -1.2056 0.4209
H 0.9420 7.6159 0.9224 0.4270
H 3.0491 -2.3554 2.1508 0.4009
H 1.1215 -4.2416 2.3851 0.4078
H -2.8189 0.9181 1.8042 0.4652
H -1.7041 -6.4055 0.7148 0.4098
H 2.2444 3.0979 0.8531 0.1499
H -3.4806 -2.3005 -1.0857 0.4289
H -1.0220 -3.0924 3.5374 0.3892
H -3.0837 -1.4056 3.1597 0.4822
H 2.8134 2.7276 -1.3573 0.0557
H -0.3949 6.2828 -2.3236 0.3610
H 3.2542 4.6643 -1.1141 0.3748
H 3.2134 1.1288 -0.7102 0.4257
H -2.9789 0.3511 -0.8393 0.4495
H -0.3731 1.6423 0.4993 -0.0238
H 1.2434 1.3056 -2.8140 0.4457
H -0.1611 -5.1798 -3.1065 0.3951
H 1.8106 1.3777 1.1252 -0.2958
H 0.8628 0.3575 -1.3289 -0.5547
H 2.9806 6.9935 -0.6488 0.2630
H -1.8372 -8.7675 -0.0892 0.3752
H -0.0122 6.1936 1.3231 0.3961
H -0.1731 3.3821 0.4759 0.3365
H -0.3024 -7.5470 -3.9267 0.3716
H 2.0985 7.2243 -2.1844 0.3192